## i
Formula: ClH4N2OP
Source: the Open Molecules 2025 dataset
Level of theory: the ωB97M-V functional and the def2-TZVPD basis

Calculated values
- HOMO-LUMO gap (eV) = 8.081
- molecular weight (g/mol) = 114.47

Last column: Löwdin charge in e.
Geometry (Å):
N  -0.774  -0.797  -0.519  -0.24
N  -0.219  1.442  0.691  -0.19
O  1.485  -0.980  1.748  -0.94
P  -0.826  -0.036  0.910  0.85
Cl  2.108  -1.634  0.339  0.40
H  0.289  -0.934  -0.661  -0.03
H  -1.228  -1.704  -0.589  0.05
H  0.113  1.697  -0.212  0.05
H  0.331  1.776  1.469  0.05


## ii
Formula: ClH4N2OP
Source: the Open Molecules 2025 dataset
Level of theory: the ωB97M-V functional and the def2-TZVPD basis

Calculated values
- HOMO-LUMO gap (eV) = 9.542
- SMILES = NP=O.NCl
- molecular weight (g/mol) = 114.47

Last column: Löwdin charge in e.
Geometry (Å):
N  1.268  -0.694  -0.799  -0.20
N  -1.378  0.385  0.350  -0.53
O  1.866  0.941  0.799  -0.51
P  1.509  -0.460  0.898  0.73
Cl  -2.952  -0.233  0.610  0.49
H  0.801  0.053  -1.151  -0.06
H  0.951  -1.558  -1.244  0.04
H  -0.973  0.544  -0.573  0.01
H  -1.094  1.022  1.110  0.02


Of them, the most stable is ii and the least stable is i.


## i
Formula: C3H7NOS2
Source: the Open Molecules 2025 dataset
Level of theory: the ωB97M-V functional and the def2-TZVPD basis

Calculated values
- HOMO-LUMO gap (eV) = 9.606
- SMILES = O=CNCCSS
- molecular weight (g/mol) = 137.23

Last column: Löwdin charge in e.
Geometry (Å):
S  2.727  0.424  1.855  0.32
S  0.966  -0.505  2.456  0.41
C  -0.256  -0.595  1.015  -0.49
C  0.306  0.231  -0.127  -0.29
N  -0.828  0.444  -1.092  0.01
C  -1.275  -0.524  -1.909  -0.39
O  -2.066  -0.328  -2.814  0.01
H  2.374  1.698  1.983  -0.20
H  -0.523  -1.641  0.855  0.07
H  -1.185  -0.148  1.360  0.07
H  1.173  -0.147  -0.662  0.10
H  0.498  1.239  0.228  0.09
H  -1.037  1.395  -1.374  0.14
H  -0.875  -1.544  -1.776  0.14


## ii
Formula: C3H7NOS2
Source: the Open Molecules 2025 dataset
Level of theory: the ωB97M-V functional and the def2-TZVPD basis

Calculated values
- HOMO-LUMO gap (eV) = 9.195
- SMILES = C[C@@H](S)C(=O)NS
- molecular weight (g/mol) = 137.23

Last column: Löwdin charge in e.
Geometry (Å):
C  0.324  -0.491  0.733  -0.51
C  -0.613  1.868  0.217  -0.19
C  -0.881  0.505  -0.244  -0.62
N  0.432  -1.771  0.291  -0.39
O  0.903  0.042  1.642  0.04
S  -0.456  0.175  -1.969  0.73
S  1.321  -3.066  1.060  0.76
H  0.479  2.121  0.192  0.09
H  -0.939  2.023  1.289  0.11
H  -0.982  2.614  -0.556  0.09
H  -1.840  0.152  -0.264  0.03
H  -0.257  -2.078  -0.400  0.07
H  0.573  1.066  -1.839  -0.10
H  1.938  -3.161  -0.150  -0.12


Of them, the most stable is i and the least stable is ii.


## i
Formula: C3H7NOS2
Source: the Open Molecules 2025 dataset
Level of theory: the ωB97M-V functional and the def2-TZVPD basis

Calculated values
- HOMO-LUMO gap (eV) = 8.594
- SMILES = CSCONC=S
- molecular weight (g/mol) = 137.23

Last column: Löwdin charge in e.
Geometry (Å):
C  1.361  1.517  0.301  -0.41
C  0.583  -1.038  -1.123  -0.43
C  -1.908  -0.111  0.602  -0.65
H  1.030  2.067  -0.547  -0.01
H  2.012  2.276  0.800  0.04
H  0.516  0.939  1.019  0.07
H  0.286  -0.125  -1.750  0.05
H  0.877  -1.864  -1.851  0.12
H  -1.107  -1.654  1.654  0.25
H  -2.432  -0.043  1.563  0.07
N  -0.804  -0.898  0.772  -0.15
O  -0.264  -1.614  -0.214  -0.20
S  2.172  -0.066  -0.350  0.66
S  -2.323  0.614  -0.877  0.60


## ii
Formula: C3H7NOS2
Source: the Open Molecules 2025 dataset
Level of theory: the ωB97M-V functional and the def2-TZVPD basis

Calculated values
- HOMO-LUMO gap (eV) = 7.724
- molecular weight (g/mol) = 137.23

Last column: Löwdin charge in e.
Geometry (Å):
N  -1.689  2.614  -0.145  0.07
C  -0.742  1.593  -0.480  -0.32
C  0.087  2.576  0.590  -0.31
O  0.434  2.132  1.652  0.00
C  -0.529  0.093  0.036  -0.55
S  0.553  -1.099  -0.794  0.42
S  0.715  -3.111  0.071  0.36
H  -2.568  2.345  0.182  0.09
H  -1.904  3.394  -0.701  0.09
H  0.039  1.576  -1.357  0.14
H  1.012  2.857  -0.098  0.17
H  0.254  0.071  0.799  0.00
H  -1.552  -0.329  0.474  0.12
H  -0.124  -3.489  -0.812  -0.28


Of them, the most stable is i and the least stable is ii.